(1)
{"formula": "C28H48N2O3P", "method": "wB97M-V/def2-TZVPD", "charge": 1, "spin_multiplicity": 1, "homo_ev": -9.6786, "fmax_ha_per_bohr": 0.043, "symbols": ["P", "O", "O", "O", "N", "N", "C", "C", "C", "C", "C", "C", "C", "C", "C", "C", "C", "C", "C", "C", "C", "C", "C", "C", "C", "C", "C", "C", "C", "C", "C", "C", "C", "C", "H", "H", "H", "H", "H", "H", "H", "H", "H", "H", "H", "H", "H", "H", "H", "H", "H", "H", "H", "H", "H", "H", "H", "H", "H", "H", "H", "H", "H", "H", "H", "H", "H", "H", "H", "H", "H", "H", "H", "H", "H", "H", "H", "H", "H", "H", "H", "H"], "coordinates": [[-0.785782, -1.561018, -0.553510], [-5.142333, 1.862262, 0.742905], [-5.778904, 2.135730, -3.825417], [-4.890724, -5.478605, -2.083470], [-5.920973, 2.049741, -1.483222], [5.205711, 3.292350, 3.086660], [1.017606, -0.178935, 1.033808], [-3.364690, 0.146427, -3.341118], [-6.457806, -4.014359, -1.032208], [-4.183722, 0.802827, -2.491420], [-2.972785, 0.024052, -0.647601], [0.230554, -4.100754, -0.124585], [3.848723, 3.881070, 3.392584], [3.675949, 5.312213, 2.908027], [6.325086, 4.244943, 3.478539], [4.400461, 0.918067, 3.802601], [-5.363692, 1.711135, -2.774962], [0.760840, -0.536100, -0.451657], [-2.385178, -3.648076, -4.228367], [-5.036180, 1.591931, -0.431568], [-2.201707, -2.235203, -4.774754], [-4.144474, -5.200387, -3.258055], [-2.111707, -0.670592, -1.461136], [4.785051, 6.210835, 3.427991], [-0.413761, -3.238882, -1.230071], [6.125119, 5.659869, 2.970127], [-6.236077, -5.045611, -2.149682], [-1.416624, -1.277847, -3.846647], [5.321289, 2.968241, 1.633729], [5.441343, 2.029223, 3.900598], [3.139168, 1.103304, 4.654779], [-2.322887, -0.595686, -2.841029], [-4.003309, 0.749623, -1.137680], [-3.598492, -3.779821, -3.285624], [5.551661, 2.341505, 4.938683], [-5.830178, -3.153396, -1.259554], [0.362166, -3.129483, -1.994950], [-6.921517, -5.878906, -1.972131], [-0.206534, -3.890723, 0.850694], [3.647147, 5.346054, 1.815684], [4.750505, 6.249047, 4.521531], [-1.044204, -0.484442, -4.502730], [4.648154, 7.230583, 3.070286], [-2.808548, 0.003109, 0.423794], [7.251854, 3.816371, 3.099805], [-1.460716, -3.979224, -3.755420], [6.194831, 5.695023, 1.880003], [3.379076, 1.499290, 5.643071], [5.203017, 3.877044, 1.052943], [4.541487, 2.261765, 1.365996], [6.405805, 1.651605, 3.559564], [1.299037, -3.897492, -0.083779], [1.759440, -0.834989, 1.495962], [-1.278359, -3.716639, -1.671720], [-1.623747, -2.316093, -5.699836], [-7.509596, -3.758062, -0.913539], [-6.119265, -4.473338, -0.104976], [0.667967, 0.408541, -0.984580], [0.112737, -0.262429, 1.630755], [-4.374818, -3.135795, -3.709967], [-3.345068, -3.418968, -2.288880], [6.302184, 2.535740, 1.453915], [2.402748, 1.752682, 4.187940], [2.707147, 5.676161, 3.251684], [4.893721, 0.017728, 4.174329], [0.078950, -5.157084, -0.338987], [3.721719, 3.834576, 4.473654], [-3.529203, 0.223574, -4.407163], [1.412157, 0.837361, 1.128423], [6.362649, 4.250311, 4.567846], [-0.540480, -1.739396, -3.403200], [2.647952, 0.141578, 4.796361], [1.617140, -1.098974, -0.824846], [3.113270, 3.247442, 2.904374], [-6.699365, 1.387006, -1.395583], [-2.576425, -4.340225, -5.053860], [-3.330029, -5.927778, -3.308582], [6.933876, 6.285380, 3.349654], [-3.154291, -1.805635, -5.078829], [-4.790422, -5.403606, -4.117970], [-6.499214, -4.599397, -3.112290], [4.128492, 0.700633, 2.767861]], "forces_ev_per_a": [[-1.1, -0.4, 1.6], [0.0, -0.5, -1.4], [0.4, -0.7, 1.0], [0.0, -0.2, -0.5], [-0.5, -0.8, 0.2], [0.3, -0.1, 0.2], [0.4, 0.0, 0.0], [0.0, 0.0, -1.2], [0.3, -0.6, -0.4], [-1.5, 1.3, -0.2], [0.5, -0.1, 2.2], [-0.4, 0.2, -0.1], [-0.1, 0.3, -0.1], [0.1, 0.1, 0.0], [0.0, 0.2, 0.0], [-0.3, 0.1, 0.2], [0.4, 0.2, -0.4], [0.0, 0.0, 0.3], [-0.8, -0.1, 0.0], [0.6, -0.1, 0.2], [1.1, -0.4, -0.2], [0.0, -0.3, 0.4], [0.9, -0.3, -0.9], [0.0, 0.0, -0.1], [1.4, 0.5, -0.3], [-0.1, 0.1, 0.0], [-0.6, 0.6, 1.0], [-0.9, 0.6, -0.6], [-0.1, 0.1, 0.1], [-0.1, -0.3, -0.2], [-0.1, -0.1, -0.1], [1.3, -0.9, -0.2], [-0.6, 0.8, 0.4], [0.3, 0.2, -0.7], [-0.1, 0.1, 0.0], [-0.2, 0.2, 0.2], [-0.3, -0.2, -0.4], [0.2, -0.2, -0.2], [0.0, 0.0, 0.0], [0.0, 0.0, 0.0], [0.0, 0.0, 0.0], [0.1, 0.1, 0.1], [0.0, 0.0, 0.0], [-0.1, -0.1, 0.1], [0.0, -0.1, 0.1], [0.0, -0.1, 0.0], [0.0, 0.0, 0.0], [0.0, 0.0, 0.0], [0.0, 0.0, 0.0], [0.0, 0.0, 0.0], [0.0, 0.1, 0.0], [0.1, -0.1, 0.1], [-0.1, -0.2, -0.1], [-0.3, 0.2, 0.1], [0.0, 0.0, 0.0], [0.0, 0.2, -0.1], [0.1, 0.1, 0.1], [-0.1, -0.2, -0.4], [-0.1, 0.1, 0.0], [-0.1, 0.2, 0.3], [-0.2, -0.1, 0.1], [0.0, 0.0, 0.0], [0.0, 0.0, 0.1], [-0.1, -0.2, 0.0], [0.2, 0.1, -0.1], [0.1, -0.1, 0.0], [0.0, -0.1, 0.0], [0.0, 0.0, -0.1], [-0.1, 0.0, 0.0], [-0.1, -0.1, 0.0], [-0.1, -0.2, 0.1], [0.0, 0.0, 0.0], [0.0, 0.1, -0.3], [0.0, -0.2, 0.2], [-0.7, 1.0, 0.1], [0.2, 0.1, -0.2], [0.0, 0.0, 0.2], [0.1, -0.2, 0.0], [-0.1, 0.1, 0.1], [0.2, 0.2, -0.2], [0.2, -0.1, -0.1], [0.1, 0.0, 0.0]], "mulliken_charge": [-0.19, -0.53, -0.51, -0.42, -0.40, 0.08, -1.01, -0.93, -0.96, 0.23, -0.91, -1.43, -0.45, -0.78, -0.61, -0.33, 0.08, -0.64, -0.65, 0.11, -1.03, -1.19, 0.96, -0.72, 0.08, -0.64, -0.30, -1.16, -0.90, -0.60, -1.25, 0.96, -0.25, 0.06, 0.40, 0.13, 0.44, 0.37, 0.40, 0.32, 0.31, 0.42, 0.40, 0.51, 0.44, 0.31, 0.32, 0.36, 0.45, 0.29, 0.45, 0.30, 0.29, -0.12, 0.41, 0.39, 0.27, 0.48, 0.38, 0.38, 0.26, 0.34, 0.29, 0.40, 0.39, 0.42, 0.51, 0.57, 0.22, 0.41, 0.24, 0.40, 0.48, 0.15, 0.31, 0.45, 0.38, 0.39, 0.59, 0.47, 0.28, 0.19]}

(2)
{"formula": "C4H8O2", "method": "wB97M-V/def2-TZVPD", "smiles": "CO/C=C/OC", "charge": 0, "spin_multiplicity": 1, "homo_ev": -8.2490, "de_lowest_kj_mol": 264.53, "fmax_ha_per_bohr": 0.008, "symbols": ["O", "O", "C", "C", "C", "C", "H", "H", "H", "H", "H", "H", "H", "H"], "coordinates": [[0.129562, -0.463925, -1.709337], [-0.225120, 0.678391, 1.769348], [-0.979698, -1.259640, -2.055252], [1.058334, 1.227798, 1.997791], [-0.536189, 0.216417, 0.524105], [0.350852, -0.175600, -0.391509], [-0.888822, -2.264114, -1.630336], [-0.945139, -1.324805, -3.145312], [-1.614988, 0.214472, 0.381643], [1.410851, -0.216886, -0.160509], [0.919794, 2.197571, 2.484140], [-1.928838, -0.783858, -1.781421], [1.610043, 1.385337, 1.065018], [1.639357, 0.568841, 2.651630]], "forces_ev_per_a": [[0.2, -0.1, 0.0], [-0.2, -0.1, 0.0], [-0.2, 0.1, -0.4], [0.3, 0.1, 0.0], [0.0, -0.1, -0.2], [0.2, 0.1, 0.2], [-0.2, 0.1, 0.1], [-0.1, -0.1, 0.1], [0.2, 0.0, -0.1], [-0.1, 0.1, 0.0], [0.0, -0.2, 0.0], [0.1, -0.2, 0.1], [-0.1, 0.0, 0.2], [0.0, 0.1, -0.1]], "nbo_charge": [-0.52, -0.51, -0.25, -0.25, 0.06, 0.02, 0.18, 0.19, 0.19, 0.18, 0.19, 0.17, 0.18, 0.18]}

It is found that the lowest unoccupied orbital energy values, taken in the order of the records, are -0.0894 0.0369 Ha.